(1)
DFT (ωB97M-V with the def2-TZVPD basis set) results for a structure of composition C18H24N2P2S2Sn.

Positions of all 49 atoms, in Å:
1 Sn -0.017 -0.432 -0.154
2 C -3.819 -1.147 1.699
3 P -2.165 -0.377 1.838
4 C -1.847 -0.658 3.629
5 C -2.498 1.425 1.758
6 C -3.790 1.943 1.780
7 C -4.007 3.310 1.697
8 C -2.932 4.178 1.600
9 C -1.640 3.679 1.604
10 C -1.411 2.309 1.672
11 P 0.283 1.637 1.626
12 C 0.899 1.780 3.350
13 C 1.297 2.938 0.836
14 H -4.302 -0.880 0.760
15 H -4.435 -0.834 2.543
16 H -3.707 -2.232 1.729
17 H -2.342 0.103 4.229
18 H -0.780 -0.654 3.836
19 H -2.251 -1.634 3.887
20 H -4.646 1.293 1.856
21 H -5.013 3.701 1.702
22 H -3.095 5.242 1.533
23 H -0.813 4.369 1.551
24 H 0.924 2.837 3.619
25 H 1.910 1.378 3.392
26 H 0.268 1.254 4.061
27 H 1.378 3.803 1.493
28 H 0.865 3.228 -0.120
29 H 2.295 2.531 0.677
30 C 1.504 1.897 -2.826
31 C 2.462 1.057 -2.078
32 N 2.128 0.220 -1.129
33 C 3.211 -0.453 -0.622
34 C 4.395 -0.089 -1.191
35 S 4.154 1.106 -2.389
36 C 2.978 -1.484 0.365
37 C 3.894 -2.308 0.948
38 S 3.123 -3.460 1.955
39 C 1.601 -2.786 1.550
40 N 1.682 -1.757 0.739
41 C 0.327 -3.342 2.046
42 H 0.484 1.740 -2.467
43 H 1.535 1.653 -3.888
44 H 1.766 2.949 -2.727
45 H 5.376 -0.468 -0.993
46 H 4.959 -2.311 0.833
47 H 0.299 -4.421 1.899
48 H -0.509 -2.887 1.503
49 H 0.206 -3.162 3.114

Cartesian forces, eV/Å:
Sn 0.054 0.032 -0.134
C 0.187 0.042 -0.228
P -0.469 0.085 0.700
C 0.085 -0.013 -0.244
C 0.137 -0.246 -0.106
C -0.029 0.054 -0.041
C 0.080 -0.028 -0.022
C 0.037 0.007 0.086
C 0.074 0.043 0.010
C 0.112 -0.275 -0.180
P -0.015 0.862 0.147
C 0.029 -0.466 -0.217
C -0.087 -0.323 -0.056
H -0.007 -0.005 0.024
H -0.020 -0.039 -0.059
H 0.011 0.029 0.023
H -0.036 -0.011 0.046
H 0.063 -0.016 0.123
H 0.032 -0.085 0.094
H -0.074 -0.119 -0.013
H -0.091 -0.014 0.011
H -0.015 0.083 -0.001
H 0.071 0.092 -0.045
H -0.057 0.004 -0.087
H 0.059 -0.003 0.110
H 0.004 -0.040 -0.035
H -0.034 0.021 -0.059
H 0.045 0.036 -0.028
H 0.063 0.048 -0.043
C -0.245 0.179 -0.187
C 0.326 0.035 0.037
N -0.145 0.018 0.090
C 0.825 0.429 -0.491
C -0.293 0.010 0.066
S -0.468 -0.263 0.276
C 0.677 -0.526 0.451
C -0.401 0.143 -0.012
S -0.337 0.417 -0.352
C 0.296 -0.231 0.199
N -0.521 0.210 -0.059
C -0.371 -0.098 0.108
H 0.103 0.039 -0.037
H -0.047 0.014 -0.009
H -0.079 0.079 -0.019
H 0.265 -0.127 0.096
H 0.234 0.028 -0.074
H -0.065 -0.013 -0.040
H 0.076 -0.151 0.150
H -0.043 0.052 0.027

Computed properties:
molecular weight	513.197	u
F_max	1.1	eV/Å
lowest unoccupied orbital energy	-6.2	eV
gap between HOMO and LUMO	8.217	eV
total charge	+2
ΔE to the lowest compared entry with this formula, charge and spin	0.0	kcal per mole
HOMO energy	-14.42	eV

***

(2)
DFT (ωB97M-V with the def2-TZVPD basis set) results for a structure of composition C18H24N3O4S.

Positions of all 50 atoms, in Å:
1 O 0.495 1.043 0.475
2 C 1.695 0.660 0.774
3 N 1.989 -0.528 1.072
4 C 0.918 -1.644 0.986
5 C 0.001 -1.702 -0.207
6 C -1.274 -2.296 0.051
7 C -1.597 -3.240 1.166
8 C -0.545 -3.320 1.836
9 C 0.574 -2.545 1.905
10 H 1.368 -2.736 2.801
11 H -0.752 -3.884 2.741
12 H -2.562 -3.524 0.926
13 S -2.350 -1.687 -1.267
14 O -3.707 -1.779 -0.914
15 O -1.845 -1.366 -2.585
16 N -2.350 0.224 -0.330
17 C -2.796 1.015 -1.410
18 C -2.768 2.559 -0.877
19 C -3.373 2.859 0.301
20 C -2.953 1.798 1.492
21 C -3.063 0.331 0.721
22 H -2.706 -0.295 1.664
23 H -4.061 0.171 0.671
24 H -3.543 1.852 2.483
25 H -1.880 2.152 1.344
26 H -3.282 3.788 0.739
27 H -4.532 2.385 0.208
28 H -3.112 3.446 -1.738
29 H -1.759 2.835 -0.706
30 H -3.839 0.855 -1.565
31 H -2.265 1.149 -2.442
32 H -1.325 0.502 -0.389
33 H 0.231 -0.868 -0.889
34 H 2.736 -0.894 1.465
35 C 2.670 1.544 1.029
36 N 3.994 1.076 1.127
37 H 4.638 1.352 1.527
38 C 4.581 0.709 0.043
39 C 3.709 -0.088 -1.112
40 C 3.582 -1.345 -1.286
41 C 2.738 -1.756 -2.160
42 C 1.991 -0.378 -2.329
43 O 2.668 0.448 -1.819
44 H 1.294 -0.268 -3.193
45 H 2.250 -2.548 -2.827
46 H 4.500 -2.282 -0.976
47 H 5.611 0.062 -0.020
48 H 4.913 1.507 -0.676
49 H 2.713 2.476 0.140
50 H 2.380 2.171 2.031

Cartesian forces, eV/Å:
O 2.706 -0.970 0.064
C -8.098 1.027 -1.381
N -6.963 -7.443 -1.203
C -0.939 2.351 -3.800
C -0.279 1.447 3.806
C 2.514 0.287 -2.511
C -2.854 4.956 -9.031
C 2.230 -3.213 7.439
C 5.187 0.004 3.315
H -2.358 0.532 -1.936
H 0.840 -0.634 0.221
H -1.836 -1.777 1.403
S 1.085 2.814 1.290
O -1.718 -1.884 -0.518
O -0.335 -1.110 1.935
N 7.598 -1.654 -9.022
C -1.402 5.912 -2.244
C 1.955 1.142 -7.016
C -7.894 -5.270 5.901
C 1.103 0.924 -3.603
C -0.107 1.913 12.423
H -0.374 0.347 -2.293
H -3.128 -0.795 -1.035
H 1.368 0.015 -1.787
H -0.590 -1.299 2.112
H -0.217 2.259 0.291
H 2.058 2.453 0.123
H 0.807 -3.008 1.972
H 1.818 -0.015 -0.509
H -0.840 -0.580 -0.486
H -0.415 -1.389 2.259
H -0.856 -0.621 1.982
H -0.561 -1.125 -0.333
H 4.930 -0.982 1.988
C 4.814 10.793 1.110
N -14.526 -6.970 -3.608
H 12.571 7.560 11.220
C 3.688 -3.943 -12.521
C 1.546 5.310 3.662
C 8.908 -9.803 3.056
C -9.470 2.465 -5.574
C -2.620 -11.245 -6.155
O 4.248 8.666 4.460
H 0.385 0.839 1.131
H 1.638 0.563 1.815
H -2.742 3.381 -0.276
H -2.611 1.166 1.256
H -0.083 0.616 0.801
H -0.786 -2.434 2.204
H 0.604 -1.577 -2.397

Computed properties:
molecular weight	378.474	u
F_max	18.5	eV/Å
lowest unoccupied orbital energy	-4.1	eV
gap between HOMO and LUMO	6.724	eV
total charge	+1
ΔE to the lowest compared entry with this formula, charge and spin	415.4	kcal per mole
HOMO energy	-10.86	eV

***

(3)
DFT (ωB97M-V with the def2-TZVPD basis set) results for an isolated molecule of C18H24N4O3.

Positions of all 49 atoms, in Å:
1 C 4.016 0.808 -2.134
2 C 3.111 1.230 -0.987
3 O 1.737 0.948 -1.284
4 C 1.097 1.835 -2.057
5 O 1.562 2.886 -2.402
6 C -0.293 1.357 -2.452
7 N -0.724 0.150 -1.807
8 C -0.619 -1.058 -2.404
9 O -0.228 -1.213 -3.541
10 C -1.106 -2.193 -1.511
11 N -0.609 -2.046 -0.157
12 C 0.817 -2.319 -0.087
13 C 1.379 -1.911 1.286
14 C 0.238 -1.642 2.269
15 C -0.491 -0.362 2.012
16 N -1.650 -0.080 2.532
17 C -1.971 1.179 2.091
18 C -3.091 1.965 2.331
19 C -3.138 3.211 1.739
20 C -2.102 3.680 0.929
21 C -0.978 2.917 0.679
22 C -0.929 1.664 1.265
23 N 0.005 0.657 1.243
24 C -0.749 -2.809 2.187
25 C -1.356 -2.876 0.778
26 H 3.857 -0.241 -2.371
27 H 5.054 0.958 -1.852
28 H 3.800 1.406 -3.016
29 H 3.217 2.302 -0.789
30 H 3.335 0.660 -0.082
31 H -0.255 1.150 -3.529
32 H -1.003 2.170 -2.278
33 H -0.978 0.169 -0.831
34 H -2.199 -2.144 -1.490
35 H -0.816 -3.151 -1.973
36 H 1.018 -3.388 -0.275
37 H 1.305 -1.750 -0.883
38 H 2.027 -1.038 1.202
39 H 1.991 -2.721 1.685
40 H 0.643 -1.591 3.287
41 H -3.889 1.606 2.961
42 H -3.995 3.846 1.905
43 H -2.181 4.664 0.491
44 H -0.172 3.287 0.061
45 H 0.840 0.640 0.682
46 H -0.217 -3.732 2.419
47 H -1.538 -2.667 2.923
48 H -1.392 -3.925 0.437
49 H -2.379 -2.491 0.798

Cartesian forces, eV/Å:
C -0.348 0.055 0.163
C 0.546 0.288 -0.054
O 0.004 -0.369 0.204
C -0.397 0.157 -0.175
O 0.041 0.027 -0.038
C 0.000 -0.118 -0.207
N -0.110 0.408 0.123
C -0.225 -0.094 0.287
O 0.146 -0.147 -0.340
C 0.071 -0.141 -0.051
N -0.094 -0.195 -0.192
C 0.126 -0.022 -0.076
C -0.121 0.039 0.027
C 0.135 -0.246 0.083
C 0.030 0.186 0.159
N -0.099 -0.559 0.291
C 0.437 0.381 -0.489
C 0.102 -0.046 -0.036
C -0.165 0.079 0.058
C 0.042 0.092 -0.096
C 0.112 0.030 -0.114
C -0.541 0.103 0.322
N 0.188 -0.031 0.235
C 0.012 0.131 0.005
C -0.232 -0.072 0.049
H 0.038 -0.093 -0.022
H 0.128 0.009 0.011
H 0.035 0.032 -0.063
H -0.018 -0.191 0.060
H -0.075 0.080 -0.063
H -0.002 0.149 0.172
H 0.167 -0.057 -0.024
H 0.016 -0.073 -0.035
H 0.038 -0.042 -0.009
H -0.020 0.144 0.009
H -0.022 0.053 -0.060
H 0.040 -0.079 0.008
H 0.094 0.015 0.004
H 0.031 0.084 0.017
H -0.037 0.023 -0.113
H -0.100 -0.049 0.078
H -0.071 0.046 0.018
H 0.002 0.078 -0.036
H 0.082 0.098 -0.063
H -0.021 -0.052 -0.068
H 0.017 0.001 0.050
H 0.013 -0.083 0.016
H -0.017 0.059 -0.019
H 0.023 -0.088 -0.007

Computed properties:
molecular weight	344.415	u
SMILES	CCOC(=O)CNC(=O)CN1CCC(c2nc3ccccc3[nH]2)CC1
F_max	0.8	eV/Å
lowest unoccupied orbital energy	0.6	eV
gap between HOMO and LUMO	9.007	eV
ΔE to the lowest compared entry with this formula, charge and spin	28.9	kcal per mole
HOMO energy	-8.38	eV

***

(4)
DFT (ωB97M-V with the def2-TZVPD basis set) results for an isolated molecule of C18H24N5O8P.

Positions of all 56 atoms, in Å:
1 C 6.583 3.507 0.816
2 C 5.194 3.671 0.214
3 C 4.229 4.384 1.174
4 C 4.027 3.581 2.425
5 O 4.548 3.824 3.486
6 N 3.201 2.466 2.347
7 C 2.376 1.991 1.374
8 N 2.268 2.568 0.179
9 C 1.441 2.055 -0.717
10 N 0.664 0.994 -0.603
11 C 0.762 0.401 0.585
12 C 1.596 0.850 1.628
13 N 1.455 0.031 2.718
14 C 0.595 -0.864 2.356
15 N 0.124 -0.707 1.075
16 C -0.809 -1.563 0.398
17 O -0.266 -1.990 -0.836
18 C -1.148 -1.641 -1.879
19 C -0.502 -1.253 -3.198
20 O -1.553 -0.890 -4.082
21 P -2.665 0.183 -3.661
22 O -3.792 0.259 -4.566
23 O -1.822 1.544 -3.497
24 O -3.055 -0.174 -2.135
25 C -1.915 -0.427 -1.355
26 C -2.155 -0.844 0.093
27 O -3.243 -1.741 0.148
28 C -3.635 -2.137 1.375
29 O -3.070 -1.788 2.378
30 C -4.844 -3.030 1.316
31 C -4.823 -4.004 0.135
32 C -3.657 -4.981 0.226
33 H 7.011 4.477 1.057
34 H 7.244 3.005 0.112
35 H 6.544 2.920 1.730
36 H 5.260 4.262 -0.701
37 H 4.781 2.697 -0.051
38 H 4.652 5.347 1.464
39 H 3.273 4.527 0.674
40 H 3.146 1.937 3.215
41 H 1.396 2.575 -1.664
42 H 0.249 -1.660 2.986
43 H -0.975 -2.432 1.050
44 H -1.864 -2.459 -2.064
45 H 0.022 -2.090 -3.667
46 H 0.189 -0.418 -3.042
47 H -2.233 2.228 -4.025
48 H -1.241 0.442 -1.355
49 H -2.321 -0.013 0.786
50 H -5.714 -2.375 1.232
51 H -4.911 -3.564 2.265
52 H -4.761 -3.438 -0.795
53 H -5.762 -4.560 0.132
54 H -3.694 -5.691 -0.596
55 H -2.706 -4.454 0.178
56 H -3.694 -5.537 1.161

Cartesian forces, eV/Å:
C -0.140 -0.015 -0.153
C 0.085 0.025 0.156
C 0.102 0.167 -0.164
C -0.007 0.399 -0.176
O 0.133 0.030 0.123
N -0.161 -0.597 0.517
C -0.481 -0.320 -0.450
N 0.344 0.187 0.454
C -0.232 -0.130 -0.237
N -0.197 -0.328 -0.170
C 0.860 0.881 0.361
C -0.577 -0.261 -0.787
N 0.361 0.096 0.556
C 0.020 -0.004 0.112
N 0.233 0.100 -0.027
C -0.504 -0.228 0.142
O 0.284 0.075 -0.109
C -0.561 0.105 -0.330
C 0.744 -0.440 0.498
O -0.816 0.474 0.018
P 0.427 -0.045 0.362
O -0.251 0.028 -0.173
O -0.030 -0.629 0.138
O -0.234 0.089 -0.818
C 0.461 -0.454 0.642
C 0.305 0.552 0.074
O -0.121 -0.176 -0.405
C -0.122 -0.099 0.292
O 0.123 0.056 0.030
C -0.064 -0.079 -0.224
C 0.091 -0.023 0.131
C -0.228 0.084 -0.074
H 0.098 0.076 0.067
H 0.100 -0.045 -0.013
H 0.078 -0.056 0.112
H -0.080 -0.050 -0.039
H 0.006 0.043 -0.100
H -0.046 -0.065 0.103
H 0.098 0.098 0.077
H 0.102 0.180 -0.083
H -0.011 0.052 -0.107
H -0.158 -0.253 0.074
H 0.001 0.266 -0.131
H 0.095 0.115 -0.002
H -0.029 0.151 0.057
H -0.026 -0.053 -0.053
H -0.136 0.400 -0.231
H -0.203 -0.247 0.068
H 0.064 -0.147 -0.124
H -0.001 0.033 0.072
H 0.029 0.117 -0.024
H -0.109 -0.043 -0.013
H -0.020 0.066 -0.048
H 0.086 -0.086 -0.045
H 0.168 0.013 -0.011
H 0.045 -0.087 0.086

Computed properties:
molecular weight	469.391	u
SMILES	CCCC(=O)Nc1ncnc2c1ncn2[C@@H]1O[C@@H]2CO[P@](=O)(O)O[C@H]2[C@H]1OC(=O)CCC
F_max	1.3	eV/Å
lowest unoccupied orbital energy	0.3	eV
gap between HOMO and LUMO	9.470	eV
ΔE to the lowest compared entry with this formula, charge and spin	0.0	kcal per mole
HOMO energy	-9.17	eV